# 1
Formula: C25H67N6O9Ti
Source: the Open Molecules 2025 dataset
Level of theory: ωB97M-V with the def2-TZVPD basis set

XYZ file:
```
108
Properties=species:S:1:pos:R:3
Ti 1.819 2.046 2.521
O 2.135 -1.503 -0.302
C 1.588 -0.431 0.338
O 2.117 0.001 1.382
O 0.569 0.083 -0.210
H 1.533 -1.636 -1.056
C 2.853 3.642 -0.684
C 1.381 3.918 -0.526
C 0.600 3.817 -1.856
O -0.775 3.888 -1.576
C -1.542 3.830 -2.756
N 0.776 2.933 0.406
H 3.274 4.272 -1.470
H 3.047 2.611 -1.012
H 3.460 3.677 0.221
H 1.212 4.933 -0.157
H 0.913 2.868 -2.318
H 0.882 4.564 -2.610
H -1.331 4.699 -3.392
H -2.593 3.865 -2.487
H -1.326 2.961 -3.383
H 0.781 2.050 -0.125
H -0.220 3.144 0.410
C -3.395 -2.304 3.009
C -2.957 -2.924 1.675
C -2.052 -4.153 1.797
O -0.904 -3.940 2.586
C 0.011 -3.036 1.999
N -4.190 -3.287 0.916
H -4.191 -2.873 3.494
H -3.863 -1.339 2.803
H -2.543 -2.189 3.679
H -2.503 -2.106 1.112
H -1.764 -4.460 0.780
H -2.577 -4.989 2.262
H -0.345 -1.999 1.980
H 0.191 -3.355 0.970
H 0.938 -3.015 2.568
H -3.911 -4.070 0.315
H -4.821 -3.787 1.545
C 2.728 -3.567 -5.370
C 1.743 -4.392 -4.574
C 2.375 -4.748 -3.240
O 1.437 -5.450 -2.444
C 1.881 -5.708 -1.135
N 0.486 -3.654 -4.442
H 2.327 -3.146 -6.294
H 3.655 -4.100 -5.584
H 2.997 -2.650 -4.830
H 1.478 -5.309 -5.110
H 2.558 -3.804 -2.699
H 3.375 -5.187 -3.321
H 2.527 -6.588 -1.043
H 0.993 -5.897 -0.533
H 2.438 -4.838 -0.766
H 0.656 -2.777 -3.926
H -0.129 -4.117 -3.773
C -2.584 0.855 4.063
C -2.108 0.861 2.611
C -2.573 2.079 1.823
O -3.988 2.118 1.819
C -4.458 3.194 1.044
N -0.662 0.811 2.493
H -3.673 0.906 4.095
H -2.227 1.749 4.578
H -2.293 -0.065 4.568
H -2.549 -0.040 2.163
H -2.161 2.086 0.808
H -2.238 3.004 2.321
H -4.091 4.169 1.385
H -5.546 3.212 1.049
H -4.143 3.057 0.001
H -0.308 0.711 1.536
H -0.242 0.003 2.947
C -0.402 3.743 6.388
C 0.734 3.252 5.483
C 1.002 1.766 5.682
O 2.108 1.382 4.899
C 2.397 -0.004 4.896
N 0.354 3.433 4.076
H -0.319 3.331 7.399
H -1.394 3.547 5.989
H -0.320 4.826 6.503
H 1.635 3.821 5.711
H 0.084 1.210 5.454
H 1.221 1.583 6.741
H 1.533 -0.605 4.589
H 2.793 -0.339 5.857
H 3.133 -0.187 4.112
H -0.406 2.820 3.797
H 0.059 4.376 3.856
C 1.831 0.866 -3.541
C 0.521 0.215 -4.007
C 0.702 -0.289 -5.435
O 0.739 0.819 -6.302
C 1.059 0.424 -7.622
N 0.200 -0.832 -3.051
H 2.133 1.636 -4.257
H 2.659 0.151 -3.492
H 1.791 1.342 -2.560
H -0.230 1.018 -3.970
H -0.108 -0.990 -5.668
H 1.675 -0.792 -5.471
H 0.358 -0.361 -7.933
H 2.044 -0.054 -7.692
H 0.988 1.308 -8.247
H -0.763 -1.152 -3.142
H 0.227 -0.442 -2.108
```

Results
relative energy (zero: lowest compared OMol25 entry of this formula, charge and spin) = 0.00 kcal per mole
orbital gap (alpha / beta) = 0.1794 / 0.3433 hartree
<S²> = 3.75
HOMO (alpha / beta) = -4.41 / -8.93 eV
net charge = 0
largest force on an atom = 1.5 eV Å⁻¹
spin multiplicity = 4
E = -77492.443 eV

Here are the Löwdin charges for atoms 1 to 99, given in e: 0.662, 0.088, -0.767, -0.090, -0.079, 0.086, -0.068, -0.391, -0.205, -0.187, -0.096, 0.017, 0.085, 0.077, 0.049, 0.139, 0.091, 0.134, 0.091, 0.084, 0.078, 0.050, 0.060, -0.058, -0.421, -0.212, -0.179, -0.091, 0.029, 0.083, 0.067, 0.074, 0.121, 0.121, 0.132, 0.065, 0.087, 0.097, 0.062, 0.064, -0.076, -0.438, -0.219, -0.191, -0.110, 0.043, 0.073, 0.079, 0.070, 0.139, 0.119, 0.130, 0.086, 0.082, 0.085, 0.029, 0.067, -0.041, -0.408, -0.196, -0.173, -0.109, 0.046, 0.086, 0.058, 0.072, 0.108, 0.124, 0.125, 0.089, 0.089, 0.084, 0.036, 0.067, -0.052, -0.395, -0.207, -0.285, -0.094, 0.011, 0.081, 0.069, 0.079, 0.144, 0.121, 0.136, 0.088, 0.097, 0.087, 0.031, 0.093, -0.055, -0.406, -0.223, -0.185, -0.103, 0.042, 0.088, 0.087

=====

# 2
Formula: C2H8N2S
Source: the Open Molecules 2025 dataset
Level of theory: ωB97M-V with the def2-TZVPD basis set

XYZ file:
```
13
Properties=species:S:1:pos:R:3
C -0.461 -1.014 -0.093
C 0.921 1.420 -0.308
N -1.934 -1.151 -0.226
N 1.040 -0.053 -0.640
S 2.301 -0.940 -0.033
H -0.280 -0.822 0.958
H -0.061 -1.987 -0.225
H 2.187 -0.517 1.149
H 0.077 1.926 -0.997
H 0.801 1.683 0.752
H 1.928 1.925 -0.659
H -2.533 -0.641 0.385
H -2.180 -0.920 -1.185
```

Results
relative energy (zero: lowest compared OMol25 entry of this formula, charge and spin) = 68.88 kcal per mole
orbital gap = 0.3451 hartree
HOMO = -8.48 eV
net charge = 0
largest force on an atom = 4.1 eV Å⁻¹
E = -16015.808 eV

What are the natural (NBO) partial charges on each atom? They are as follows, in elementary charge units: -0.065, -0.438, -0.813, -0.650, 0.259, 0.156, 0.179, 0.041, 0.210, 0.178, 0.211, 0.367, 0.365

=====

# 3
Formula: C5H7IN5
Source: the Open Molecules 2025 dataset
Level of theory: ωB97M-V with the def2-TZVPD basis set

XYZ file:
```
18
Properties=species:S:1:pos:R:3
C -0.918 -2.320 1.493
C -3.011 -1.491 0.816
C -0.366 -1.166 0.985
C -1.200 -0.305 0.258
C 1.217 -0.364 0.366
N -2.246 -2.468 1.412
N -2.486 -0.469 0.097
N -0.563 0.731 -0.382
N 0.822 0.696 -0.160
N 2.278 2.240 -1.701
I 3.110 -0.804 1.024
H -0.272 -3.048 1.930
H -4.036 -1.774 0.698
H -0.942 1.625 -0.617
H 1.417 1.521 -0.922
H 1.782 3.020 -1.965
H 2.613 1.730 -2.465
H 2.799 2.645 -0.869
```

Results
relative energy (zero: lowest compared OMol25 entry of this formula, charge and spin) = 48.51 kcal per mole
orbital gap = 0.3387 hartree
HOMO = -13.14 eV
net charge = +1
largest force on an atom = 5.9 eV Å⁻¹
E = -20840.092 eV

What are the natural (NBO) partial charges on each atom? They are as follows, in elementary charge units: 0.073, 0.286, -0.088, 0.317, 0.096, -0.414, -0.434, -0.387, -0.368, -0.993, 0.343, 0.225, 0.217, 0.427, 0.431, 0.401, 0.433, 0.434

=====

# 4
Formula: C3H2F2S
Source: the Open Molecules 2025 dataset
Level of theory: ωB97M-V with the def2-TZVPD basis set

XYZ file:
```
8
Properties=species:S:1:pos:R:3
F 2.203 -1.015 -0.090
C 0.874 -0.858 -0.032
C 0.324 0.363 -0.072
F 1.035 1.504 -0.134
C -1.062 0.566 0.046
S -2.319 -0.450 -0.122
H 0.307 -1.760 0.156
H -1.361 1.650 0.248
```

Results
relative energy (zero: lowest compared OMol25 entry of this formula, charge and spin) = 9.30 kcal per mole
orbital gap = 0.2936 hartree
HOMO = -9.18 eV
net charge = 0
largest force on an atom = 3.4 eV Å⁻¹
E = -19411.728 eV

What are the natural (NBO) partial charges on each atom? They are as follows, in elementary charge units: -0.300, 0.260, 0.199, -0.302, -0.341, 0.054, 0.202, 0.228

=====

The lowest relative energy (zero: lowest compared OMol25 entry of this formula, charge and spin) belongs to which entry?
C25H67N6O9Ti

=====

Which of these has the highest relative energy (zero: lowest compared OMol25 entry of this formula, charge and spin)?
C2H8N2S

=====

Among the records above, which one has the highest net charge?
C5H7IN5